Entry 1:
C54H34F15GeIN3O3PS5Tl | ωB97M-V with the def2-TZVPD basis set

Structure (ORCA input):
```
! wB97M-V def2-TZVPD RIJCOSX def2/J DEFGRID3
* xyz -2 2
Tl -0.53 0.22 -0.57
O 1.54 -0.58 -1.84
N 1.93 -1.82 -1.76
C 3.22 -2.05 -1.44
C 3.74 -3.32 -1.36
C 2.90 -4.40 -1.61
C 1.59 -4.16 -1.92
C 1.05 -2.86 -2.00
S -0.58 -2.54 -2.37
H 3.78 -1.15 -1.25
H 4.78 -3.44 -1.09
H 3.27 -5.42 -1.54
H 0.89 -4.97 -2.09
I -2.30 0.78 -3.74
C -1.77 1.45 -5.66
C -2.57 0.88 -6.62
C -2.51 1.28 -7.97
C -1.68 2.30 -8.32
C -0.84 2.91 -7.36
C -0.03 3.99 -7.79
C 0.81 4.62 -6.93
C 0.93 4.13 -5.62
C 0.20 3.07 -5.14
P 0.73 2.43 -3.47
C 2.51 2.12 -3.79
C 3.32 1.98 -2.67
C 4.66 1.66 -2.80
C 5.20 1.42 -4.06
C 4.39 1.49 -5.18
C 3.05 1.84 -5.04
C 0.77 4.02 -2.56
C -0.43 4.42 -1.99
C -0.53 5.62 -1.30
C 0.59 6.43 -1.16
C 1.80 6.03 -1.71
C 1.89 4.84 -2.40
C -0.80 2.46 -6.00
H -3.28 0.12 -6.33
H -3.15 0.80 -8.70
H -1.65 2.66 -9.34
H -0.11 4.30 -8.83
H 1.41 5.46 -7.25
H 1.66 4.59 -4.97
H 2.89 2.12 -1.68
H 5.28 1.57 -1.92
H 6.25 1.17 -4.16
H 4.79 1.28 -6.16
H 2.42 1.88 -5.93
H -1.30 3.77 -2.05
H -1.47 5.88 -0.83
H 0.52 7.36 -0.61
H 2.68 6.65 -1.58
H 2.85 4.54 -2.81
C 2.20 2.16 1.40
O 0.97 2.26 0.73
H 2.21 1.34 2.12
H 2.45 3.10 1.92
H 2.98 1.97 0.66
C 0.98 2.76 4.50
C -0.42 2.39 4.10
C -1.30 1.79 4.99
C -2.57 1.48 4.50
N -2.95 1.79 3.28
C -2.05 2.38 2.46
S -2.47 2.79 0.85
N -0.77 2.66 2.85
C -3.57 0.77 5.37
H 1.03 3.00 5.56
H 1.31 3.61 3.91
H 1.66 1.93 4.31
H -1.01 1.56 6.01
H 0.28 2.50 1.38
H -3.74 1.31 6.30
H -3.19 -0.22 5.64
H -4.51 0.65 4.84
F -1.47 -5.81 2.50
C -2.27 -4.74 2.45
C -1.77 -3.45 2.53
C -2.71 -2.43 2.56
F -2.29 -1.16 2.65
C -4.07 -2.66 2.51
F -4.95 -1.64 2.53
C -4.53 -3.95 2.41
F -5.84 -4.20 2.36
C -3.63 -5.00 2.38
F -4.08 -6.26 2.32
Ge 0.13 -2.88 2.76
S 1.13 -1.57 1.46
C 1.23 -4.56 2.80
C 1.23 -5.34 1.65
F 0.35 -5.10 0.68
C 2.12 -6.38 1.46
F 2.08 -7.14 0.35
C 3.07 -6.65 2.43
F 3.95 -7.65 2.25
C 3.10 -5.89 3.58
F 4.02 -6.15 4.52
C 2.19 -4.86 3.74
F 2.28 -4.16 4.89
C -0.04 -2.37 4.70
C -0.71 -3.18 5.60
F -1.17 -4.39 5.21
C -0.92 -2.84 6.92
F -1.58 -3.66 7.76
C -0.42 -1.65 7.40
F -0.60 -1.30 8.68
C 0.29 -0.82 6.55
F 0.80 0.33 7.03
C 0.47 -1.19 5.23
F 1.18 -0.35 4.47
C -4.93 0.71 -0.12
O -5.66 -0.41 -0.67
C -4.98 -1.51 -0.89
S -5.72 -2.90 -1.43
S -3.32 -1.67 -0.70
H -5.66 1.50 0.01
H -4.15 1.04 -0.80
H -4.48 0.46 0.84
*
```

Output
expectation value of S²: 0.758
E_HOMO (alpha / beta): -2.2 / -2.1 eV
ΔE to the lowest compared entry with this formula, charge and spin: 0.000 eV
gap between HOMO and LUMO (alpha / beta): 5.6830 / 4.1316 eV

Entry 2:
C54H36AlF5N4O4S | ωB97M-V with the def2-TZVPD basis set

Structure (ORCA input):
```
! wB97M-V def2-TZVPD RIJCOSX def2/J DEFGRID3
* xyz 0 1
Al 0.06 0.09 -0.04
C 1.93 3.03 9.19
O 2.48 3.55 7.99
C 2.04 3.01 6.83
C 1.03 2.06 6.74
C 0.67 1.55 5.49
C 1.29 1.98 4.33
C 2.29 2.96 4.44
C 2.66 3.47 5.67
C 0.94 1.40 3.00
C 0.49 2.27 2.00
C 0.26 3.66 2.14
C 0.02 4.16 0.89
C 0.05 3.05 -0.01
N 0.29 1.91 0.69
C -0.18 3.04 -1.43
C -1.00 2.03 -1.91
C -1.87 2.10 -3.05
C -2.78 1.10 -2.92
C -2.44 0.36 -1.73
C -3.10 -0.78 -1.18
C -4.58 -0.97 -1.25
C -5.23 -1.83 -0.35
C -6.58 -2.10 -0.42
C -7.37 -1.47 -1.38
O -8.67 -1.84 -1.43
C -9.47 -1.25 -2.44
C -6.80 -0.48 -2.16
C -5.43 -0.23 -2.07
C -2.30 -1.75 -0.58
N -1.01 -1.55 -0.12
C -0.52 -2.78 0.26
C 0.69 -2.99 0.94
C 1.45 -4.26 0.82
C 1.09 -5.26 -0.09
C 1.79 -6.46 -0.20
C 2.93 -6.67 0.55
O 3.66 -7.81 0.54
C 3.16 -8.89 -0.23
C 3.41 -5.62 1.34
C 2.70 -4.45 1.45
C 1.10 -1.94 1.81
C 1.68 -2.10 3.11
C 1.69 -0.88 3.71
C 1.13 0.04 2.78
N 0.77 -0.63 1.63
C -1.52 -3.78 0.00
C -2.61 -3.15 -0.47
N -1.34 0.91 -1.17
C 0.36 4.08 -2.33
C 0.86 5.31 -1.90
C 1.29 6.28 -2.80
C 1.29 6.02 -4.16
O 1.66 6.90 -5.11
C 1.91 8.23 -4.70
C 0.96 4.74 -4.60
C 0.52 3.79 -3.70
H 2.45 3.54 10.00
H 2.09 1.96 9.27
H 0.86 3.24 9.27
H 0.51 1.71 7.62
H -0.13 0.82 5.42
H 2.78 3.32 3.54
H 3.44 4.21 5.76
H 0.28 4.21 3.07
H -0.29 5.16 0.65
H -1.87 2.86 -3.81
H -3.54 0.86 -3.64
H -4.68 -2.27 0.47
H -7.05 -2.77 0.29
H -10.42 -1.77 -2.42
H -9.01 -1.36 -3.42
H -9.64 -0.19 -2.24
H -7.40 0.12 -2.83
H -5.06 0.61 -2.64
H 0.27 -5.10 -0.77
H 1.45 -7.19 -0.92
H 3.81 -9.73 -0.02
H 3.19 -8.66 -1.30
H 2.14 -9.14 0.06
H 4.36 -5.74 1.84
H 3.16 -3.64 2.00
H 1.96 -3.04 3.57
H 2.05 -0.64 4.70
H -1.45 -4.83 0.26
H -3.52 -3.63 -0.79
H 0.95 5.53 -0.85
H 1.66 7.22 -2.41
H 1.96 8.83 -5.61
H 2.86 8.31 -4.17
H 1.11 8.61 -4.06
H 1.08 4.50 -5.65
H 0.35 2.79 -4.06
F 5.01 -3.45 -4.61
C 4.26 -2.59 -3.93
C 3.24 -3.04 -3.12
F 2.99 -4.34 -3.02
C 2.47 -2.13 -2.43
F 1.46 -2.61 -1.69
C 2.68 -0.76 -2.48
S 1.77 0.45 -1.62
C 3.71 -0.35 -3.32
F 3.97 0.95 -3.46
C 4.48 -1.24 -4.04
F 5.46 -0.79 -4.83
*
```

Output
E_HOMO (alpha / beta): -6.3 / -6.3 eV
gap between HOMO and LUMO (alpha / beta): 4.9037 / 4.9022 eV

Entry 3:
C54H37N5O2PbS3 | ωB97M-V with the def2-TZVPD basis set

Structure (ORCA input):
```
! wB97M-V def2-TZVPD RIJCOSX def2/J DEFGRID3
* xyz 0 1
Pb 0.05 -0.74 0.02
C -6.85 0.85 3.48
C -6.47 -0.34 2.87
C -5.22 -0.45 2.27
C -4.34 0.62 2.29
C -4.72 1.81 2.91
C -5.97 1.92 3.50
C -2.99 0.51 1.65
C -2.93 0.70 0.27
C -4.06 1.07 -0.56
C -3.59 1.21 -1.82
C -2.17 0.94 -1.78
C -1.30 1.09 -2.86
C -1.89 1.48 -4.18
C -1.88 0.59 -5.25
C -2.41 0.96 -6.48
C -2.95 2.23 -6.65
C -2.95 3.12 -5.59
C -2.42 2.75 -4.36
C 0.10 1.02 -2.80
N 0.85 0.64 -1.73
C 2.15 0.88 -2.03
C 3.25 0.74 -1.17
C 4.59 1.04 -1.74
C 5.20 2.27 -1.49
C 6.45 2.56 -2.03
C 7.10 1.62 -2.82
C 6.50 0.40 -3.07
C 5.25 0.11 -2.53
C 3.18 0.45 0.20
C 4.31 0.48 1.10
C 3.83 0.23 2.34
C 2.41 0.04 2.21
N 2.05 0.15 0.90
C 1.54 -0.11 3.30
C 0.14 -0.02 3.25
C -0.73 -0.01 4.40
C -1.99 0.18 3.94
C -1.90 0.28 2.50
N -0.60 0.14 2.12
C 2.17 -0.28 4.65
C 2.14 0.76 5.58
C 2.75 0.61 6.82
C 3.39 -0.58 7.14
C 3.42 -1.62 6.22
C 2.82 -1.47 4.98
C 2.24 1.41 -3.37
C 0.98 1.49 -3.85
N -1.81 0.61 -0.51
H -7.83 0.94 3.94
H -7.15 -1.18 2.85
H -4.92 -1.37 1.80
H -4.03 2.65 2.92
H -6.26 2.85 3.97
H -5.06 1.22 -0.20
H -4.15 1.49 -2.70
H -1.45 -0.40 -5.12
H -2.40 0.26 -7.31
H -3.36 2.52 -7.61
H -3.37 4.12 -5.72
H -2.42 3.45 -3.53
H 4.68 3.00 -0.88
H 6.91 3.52 -1.83
H 8.08 1.85 -3.24
H 7.01 -0.34 -3.68
H 4.78 -0.84 -2.73
H 5.33 0.70 0.81
H 4.38 0.22 3.27
H -0.42 -0.13 5.42
H -2.90 0.26 4.51
H 1.65 1.69 5.32
H 2.73 1.42 7.53
H 3.86 -0.70 8.11
H 3.92 -2.55 6.47
H 2.84 -2.27 4.26
H 3.15 1.71 -3.86
H 0.66 1.88 -4.80
O -2.01 -4.59 0.86
C -1.00 -4.64 0.23
O 0.20 -4.19 0.77
C -0.76 -5.13 -1.13
C -1.72 -5.67 -1.99
C -1.33 -6.09 -3.24
C 0.01 -5.97 -3.63
C 0.97 -5.44 -2.79
C 0.56 -5.02 -1.53
S 1.50 -4.30 -0.26
H -2.74 -5.74 -1.65
H -2.05 -6.51 -3.92
H 0.30 -6.30 -4.62
H 2.00 -5.35 -3.11
S 0.06 3.29 -0.10
C -0.15 4.77 0.57
N -0.64 5.87 -0.04
C -1.04 6.98 0.80
C -0.11 6.92 2.01
S 0.21 5.15 2.25
H -1.03 5.75 -0.97
H -2.09 6.88 1.11
H -0.93 7.93 0.27
H -0.58 7.33 2.90
H 0.82 7.44 1.82
*
```

Output
E_HOMO: -6.4 eV
ΔE to the lowest compared entry with this formula, charge and spin: 0.407 eV
gap between HOMO and LUMO: 5.6457 eV